(1)
The following is a DFT calculation (ωB97M-V/def2-TZVPD) of a molecular structure, C4H7N3S.

**2S+1**: 1
**DFT total energy**: -19562.3598 eV
**Max |F|**: 4.56 eV Å⁻¹
**Relative energy (zero: lowest compared OMol25 entry of this formula, charge and spin)**: 522.8 kJ/mol
**Kohn-Sham gap**: 8.829 eV

Element x y z (Å)
C (-2.57, -0.77, -0.04)
C (-0.09, -0.43, -0.25)
C (2.03, -0.27, 0.33)
C (1.39, 1.27, -0.08)
H (-3.31, -1.53, 0.11)
H (-1.40, -2.15, -0.40)
H (2.14, -0.45, 1.80)
H (3.12, -0.21, -0.38)
H (1.32, 2.23, 0.67)
H (1.94, 1.48, -1.32)
H (-0.82, 1.57, 0.02)
N (-1.27, -1.21, -0.14)
N (0.98, -1.10, -0.10)
N (-0.10, 0.94, -0.30)
S (-3.34, 0.62, 0.08)



(2)
The following is a DFT calculation (ωB97M-V/def2-TZVPD) of C4H7N3S in the gas phase.

**2S+1**: 1
**DFT total energy**: -19565.1155 eV
**Max |F|**: 2.57 eV Å⁻¹
**Relative energy (zero: lowest compared OMol25 entry of this formula, charge and spin)**: 256.9 kJ/mol
**Kohn-Sham gap**: 8.360 eV

Element x y z (Å)
H (-2.21, 1.47, 1.19)
N (-2.60, 0.60, 0.76)
C (-1.66, 0.06, 0.11)
N (-1.79, -1.02, -0.74)
C (-0.22, 0.62, 0.00)
S (0.08, 2.16, -0.46)
C (0.84, -0.39, 0.25)
C (2.16, -0.02, 0.71)
N (1.92, -0.48, -0.66)
H (-1.10, -1.22, -1.44)
H (-2.74, -1.18, -1.05)
H (0.39, -1.36, 0.42)
H (2.69, -0.66, 1.37)
H (2.37, 1.07, 0.71)
H (1.86, 0.36, -1.16)



(3)
The following is a DFT calculation (ωB97M-V/def2-TZVPD) of C4H7N3S in the gas phase.

**2S+1**: 1
**DFT total energy**: -19564.9163 eV
**Max |F|**: 3.35 eV Å⁻¹
**Relative energy (zero: lowest compared OMol25 entry of this formula, charge and spin)**: 276.1 kJ/mol
**Kohn-Sham gap**: 8.234 eV

Element x y z (Å)
H (-2.08, 1.82, 0.78)
N (-2.46, 0.95, 0.51)
C (-1.61, 0.19, -0.06)
N (-1.88, -1.09, -0.48)
C (-0.13, 0.57, -0.32)
S (0.32, 2.16, -0.34)
C (0.89, -0.44, -0.28)
C (1.88, -0.32, 0.85)
N (2.31, -0.13, -0.60)
H (-1.36, -1.38, -1.31)
H (-2.87, -1.03, -0.54)
H (0.72, -1.56, -0.34)
H (2.29, -1.18, 1.35)
H (1.66, 0.54, 1.49)
H (2.32, 0.90, -0.72)



(4)
The following is a DFT calculation (ωB97M-V/def2-TZVPD) of C4H7N3S in the gas phase.

**2S+1**: 1
**DFT total energy**: -19562.6280 eV
**Max |F|**: 5.10 eV Å⁻¹
**Relative energy (zero: lowest compared OMol25 entry of this formula, charge and spin)**: 496.9 kJ/mol
**Kohn-Sham gap**: 8.757 eV

Element x y z (Å)
N (2.25, -1.58, -0.28)
N (1.37, -0.52, -0.54)
C (0.77, -0.23, 0.61)
C (-0.13, 0.94, 0.67)
C (-0.65, 1.70, -0.51)
N (-1.50, 0.72, 0.16)
C (-2.28, -0.30, -0.39)
S (-2.22, -1.87, 0.07)
H (3.06, -1.62, -0.89)
H (2.17, -1.98, 0.75)
H (1.17, -0.69, 1.73)
H (-0.11, 1.41, 1.57)
H (-0.91, 2.76, -0.28)
H (-0.11, 1.33, -1.44)
H (-2.88, -0.08, -1.22)



(5)
The following is a DFT calculation (ωB97M-V/def2-TZVPD) of a molecular structure, C4H7N4O2P.

**2S+1**: 1
**DFT total energy**: -23601.9901 eV
**Max |F|**: 5.48 eV Å⁻¹
**Kohn-Sham gap**: 8.831 eV

Element x y z (Å)
C (-0.68, 1.51, 0.57)
C (0.60, 1.66, -0.21)
C (1.55, 0.50, -0.06)
C (0.76, -0.80, -0.38)
N (-1.68, 1.17, 1.12)
N (0.62, -1.95, -0.31)
N (2.32, 0.34, 1.09)
N (-2.09, -1.21, -0.29)
O (0.37, -3.11, -0.34)
O (-3.12, 0.83, -1.39)
P (-3.20, 0.07, -0.15)
H (0.98, 2.57, 0.00)
H (0.31, 1.62, -1.28)
H (2.28, 0.73, -0.84)
H (-1.85, -1.59, 0.64)
H (1.89, -0.11, 1.90)
H (3.07, -0.22, 0.86)
H (-2.15, -2.01, -0.93)



(6)
The following is a DFT calculation (ωB97M-V/def2-TZVPD) of 2 unconnected molecules or ions with the total composition C4H7N4S.

**Charge**: +1
**2S+1**: 1
**DFT total energy**: -21047.5116 eV
**Max |F|**: 4.52 eV Å⁻¹
**Relative energy (zero: lowest compared OMol25 entry of this formula, charge and spin)**: 106.0 kJ/mol
**Kohn-Sham gap**: 9.108 eV

Element x y z (Å)
C (-2.55, -0.85, 1.07)
C (-3.35, 0.37, -0.91)
C (-1.56, -0.33, 0.18)
C (-0.19, -0.50, 0.34)
N (-2.01, 0.32, -0.93)
N (0.71, -0.79, 1.06)
N (0.60, -0.32, -1.72)
N (1.92, -1.07, 1.44)
S (-4.03, -0.35, 0.55)
H (-2.33, -1.49, 1.88)
H (-3.87, 0.82, -1.68)
H (1.50, 0.18, -1.76)
H (-0.23, 0.24, -1.98)
H (2.11, -1.03, 2.50)
H (0.54, -1.16, -2.52)
H (2.53, -1.66, 0.80)



(7)
The following is a DFT calculation (ωB97M-V/def2-TZVPD) of a gas-phase ion, C4H7N5O (charge +2).

**Charge**: +2
**2S+1**: 1
**DFT total energy**: -13732.9064 eV
**Max |F|**: 6.91 eV Å⁻¹
**Relative energy (zero: lowest compared OMol25 entry of this formula, charge and spin)**: 177.8 kJ/mol
**Kohn-Sham gap**: 8.198 eV

Element x y z (Å)
C (0.91, -1.42, -0.12)
C (-2.52, 0.11, 0.29)
C (3.23, -0.88, 0.29)
C (-0.21, -0.71, 0.01)
N (2.12, -1.17, 0.17)
N (-1.67, 1.09, 0.34)
N (-2.15, -1.20, 0.22)
N (-0.42, 0.60, 0.22)
N (0.52, 1.66, -0.05)
O (-2.70, -2.19, -0.53)
H (0.84, -2.47, -0.55)
H (-3.62, 0.42, 0.15)
H (4.18, -0.67, 0.60)
H (1.30, 1.96, 0.56)
H (-0.15, 2.45, -0.07)
H (0.89, 1.48, -0.98)
H (-2.90, -2.90, 0.08)



(8)
The following is a DFT calculation (ωB97M-V/def2-TZVPD) of 3 unconnected molecules or ions with the total composition C4H7NO.

**2S+1**: 1
**DFT total energy**: -7796.2985 eV
**Max |F|**: 1.13 eV Å⁻¹
**Relative energy (zero: lowest compared OMol25 entry of this formula, charge and spin)**: 322.8 kJ/mol
**Kohn-Sham gap**: 10.696 eV

Element x y z (Å)
C (1.58, -0.34, -0.81)
C (0.67, -0.81, -1.66)
C (-0.71, -0.41, -1.56)
N (-1.82, -0.07, -1.47)
H (2.62, -0.65, -0.90)
H (1.33, 0.36, -0.02)
H (0.91, -1.51, -2.45)
H (0.20, -0.76, 2.21)
H (0.11, -1.49, 2.32)
C (-1.23, 1.42, 1.08)
O (-0.07, 1.47, 1.40)
H (-1.74, 2.27, 0.60)
H (-1.85, 0.52, 1.26)



(9)
The following is a DFT calculation (ωB97M-V/def2-TZVPD) of a molecular structure, C4H7NO.

**2S+1**: 1
**DFT total energy**: -7793.2103 eV
**Max |F|**: 1.04 eV Å⁻¹
**Relative energy (zero: lowest compared OMol25 entry of this formula, charge and spin)**: 620.8 kJ/mol
**Kohn-Sham gap**: 8.643 eV

Element x y z (Å)
O (1.16, -0.52, 1.62)
C (0.46, -0.17, 0.50)
C (-0.42, -1.09, -0.41)
N (-0.70, 0.27, -0.90)
C (-0.75, 0.80, 0.47)
C (1.19, 0.43, -0.71)
H (1.94, -0.99, 1.27)
H (0.08, -1.72, -1.14)
H (-1.28, -1.58, 0.07)
H (-0.56, 1.88, 0.53)
H (-1.65, 0.52, 1.03)
H (-0.77, 0.65, -1.82)
H (1.29, 1.53, -0.50)